1.
# C6H12O

A 2-piece molecular cluster, C6H12O overall (the ωB97M-V functional and the def2-TZVPD basis, the OMol25 dataset).

Summary:
**LUMO**: 0.4 eV
**HOMO**: -7.88 eV
**SMILES**: C=C(C)C(=C)C.O

Each line ends with the Löwdin charge.
Element x y z (Å)
1 C 0.439 1.588 0.690  0.037
2 C 0.413 0.705 -0.315  -0.308
3 C 0.577 1.282 -1.726  -0.057
4 C 0.652 -0.730 -0.102  -0.320
5 C 0.742 -1.239 1.162  0.037
6 C 0.508 -1.739 -1.215  -0.071
7 H 0.938 1.205 1.573  0.054
8 H 0.421 2.663 0.592  0.065
9 H 1.395 1.985 -1.685  0.071
10 H -0.334 1.669 -2.184  0.083
11 H 0.980 0.523 -2.394  0.059
12 H 0.170 -2.133 1.372  0.059
13 H 1.389 -0.791 1.916  0.060
14 H -0.249 -1.390 -1.934  0.080
15 H 0.319 -2.719 -0.789  0.074
16 H 1.414 -1.773 -1.817  0.082
17 O -3.395 0.177 1.928  -0.065
18 H -3.215 -0.354 2.710  0.028
19 H -3.164 1.070 2.220  0.033

---

2.
# H25O12

H25O12 as an isolated structure (the ωB97M-V functional and the def2-TZVPD basis, the OMol25 dataset).

Summary:
**LUMO**: -2.9 eV
**HOMO**: -13.92 eV
**Charge**: +1

Each line ends with the Löwdin charge.
Element x y z (Å)
1 O -2.965 1.387 -1.520  -0.053
2 H 3.319 -0.457 2.093  0.153
3 H -3.469 1.661 -0.720  0.095
4 O 1.527 2.329 -3.876  0.072
5 H 0.952 3.018 -3.807  0.011
6 H 0.560 -2.996 1.791  -0.020
7 O 1.126 0.363 1.965  -0.087
8 H 1.993 -3.782 2.510  0.129
9 O -2.300 0.818 0.820  0.013
10 H 1.508 -0.513 1.702  0.016
11 H -1.907 0.651 1.616  0.002
12 O -0.833 -3.085 -0.967  -0.158
13 H -1.017 -3.950 -0.394  0.105
14 H -0.473 -2.688 -0.088  0.032
15 O 2.991 1.877 0.728  -0.102
16 H 3.364 2.807 0.502  0.097
17 H 2.117 2.072 1.084  -0.004
18 O -0.284 -3.294 1.527  -0.034
19 H 0.570 -0.034 2.681  0.073
20 H 0.240 1.216 -2.831  -0.010
21 O 3.222 -1.426 1.559  -0.136
22 H 4.064 -1.728 1.955  0.057
23 H 1.926 2.088 -3.143  -0.042
24 O 1.604 -3.126 3.205  -0.055
25 H -2.739 0.132 -1.522  0.118
26 H 2.302 -2.581 3.437  -0.008
27 O -2.395 -1.013 -1.862  0.110
28 H -2.179 -1.458 -1.071  0.044
29 H -2.914 -1.650 -2.433  0.175
30 O 0.076 1.141 -1.933  0.012
31 H -1.674 0.614 0.154  0.005
32 H -2.454 2.343 -1.697  0.128
33 O -2.020 3.749 -1.113  -0.071
34 H -0.838 -3.678 2.182  0.066
35 H -1.104 3.678 -0.656  0.128
36 H 0.794 1.306 -1.371  0.010
37 H -2.690 4.209 -0.508  0.127

---

3.
# C31H39BrN4NaO10P2S

C31H39BrN4NaO10P2S as an isolated structure (the ωB97M-V functional and the def2-TZVPD basis, the OMol25 dataset).

Summary:
**LUMO**: 2.2 eV
**HOMO**: -3.92 eV
**Charge**: -1

Each line ends with the Löwdin charge.
Element x y z (Å)
1 Na 0.234 1.759 -0.617  0.212
2 C 2.933 5.196 1.740  -0.069
3 C 2.566 4.488 0.452  -0.585
4 O 3.346 5.003 -0.637  -0.078
5 P 2.942 2.695 0.482  0.491
6 O 4.537 2.611 0.618  -0.103
7 O 2.574 2.066 1.892  -0.121
8 O 2.381 2.036 -0.718  -0.270
9 P 0.769 4.525 0.004  0.320
10 O 0.153 5.877 0.651  -0.138
11 O 0.762 4.618 -1.486  -0.303
12 O 0.199 3.361 0.772  -0.404
13 H 3.966 4.984 2.025  0.079
14 H 2.278 4.875 2.550  0.081
15 H 2.815 6.271 1.605  0.081
16 H 2.744 4.932 -1.403  0.071
17 H 4.934 3.045 -0.146  0.084
18 H 1.613 1.909 1.967  0.011
19 H 0.052 6.520 -0.058  0.070
20 C 3.394 -5.984 1.025  -0.082
21 O 2.367 -5.042 0.798  -0.091
22 C 1.405 -5.361 -0.120  -0.220
23 C 1.290 -6.590 -0.742  -0.037
24 C 0.278 -6.804 -1.680  -0.111
25 C -0.589 -5.777 -1.989  -0.102
26 C -0.471 -4.535 -1.367  -0.011
27 C 0.516 -4.309 -0.415  -0.153
28 N 0.724 -3.111 0.280  0.146
29 C 0.156 -1.868 -0.095  -0.362
30 N -1.197 -1.902 -0.033  0.118
31 C -2.207 -0.963 -0.447  -0.225
32 C -1.942 0.260 -1.055  -0.043
33 C -3.119 0.956 -1.418  -0.170
34 C -4.410 0.517 -1.177  -0.122
35 C -4.618 -0.703 -0.532  -0.065
36 C -3.504 -1.441 -0.179  -0.237
37 O -3.581 -2.675 0.457  -0.128
38 C -4.848 -3.284 0.535  -0.105
39 N 0.861 -0.846 -0.428  0.166
40 C 2.267 -1.034 -0.450  -0.219
41 C 2.997 -1.024 0.739  -0.055
42 C 4.368 -1.231 0.771  -0.098
43 C 5.046 -1.458 -0.420  -0.104
44 C 4.344 -1.444 -1.614  -0.012
45 C 2.971 -1.217 -1.648  -0.232
46 O 2.410 -1.230 -2.888  -0.082
47 C 1.356 -0.310 -3.191  -0.054
48 H 4.075 -5.528 1.737  0.091
49 H 3.932 -6.208 0.099  0.097
50 H 2.999 -6.913 1.445  0.090
51 H 1.985 -7.384 -0.512  0.096
52 H 0.191 -7.768 -2.164  0.093
53 H -1.366 -5.923 -2.728  0.098
54 H -1.140 -3.732 -1.641  0.111
55 H 1.667 -3.028 0.632  0.111
56 H -1.566 -2.743 0.378  0.118
57 H -3.022 1.904 -1.935  0.052
58 H -5.266 1.112 -1.483  0.085
59 H -5.618 -1.055 -0.323  0.086
60 H -4.693 -4.283 0.937  0.086
61 H -5.314 -3.355 -0.452  0.092
62 H -5.519 -2.732 1.201  0.087
63 H 2.449 -0.833 1.657  0.116
64 H 4.897 -1.204 1.716  0.097
65 H 6.118 -1.616 -0.425  0.091
66 H 4.846 -1.591 -2.563  0.112
67 H 1.264 -0.328 -4.275  0.088
68 H 1.634 0.698 -2.874  0.085
69 H 0.411 -0.571 -2.726  0.061
70 Br -5.404 4.883 -3.537  0.704
71 C -4.439 4.514 -1.947  -0.686
72 C -5.110 4.251 -0.769  -0.131
73 C -4.354 3.978 0.358  -0.054
74 C -2.970 3.986 0.252  -0.125
75 N -2.335 4.235 -0.888  0.089
76 C -3.054 4.491 -1.974  -0.195
77 H -6.191 4.252 -0.739  0.100
78 H -4.831 3.743 1.300  0.105
79 H -2.334 3.759 1.101  0.097
80 H -2.508 4.671 -2.893  0.111
81 C -0.644 2.228 3.732  -0.396
82 S -0.727 1.069 2.357  0.810
83 C -1.015 -0.453 3.264  -0.390
84 H -1.600 2.276 4.257  0.033
85 H -0.422 3.201 3.294  0.021
86 H 0.145 1.956 4.435  0.038
87 H -0.195 -0.672 3.951  0.036
88 H -1.087 -1.250 2.524  0.015
89 H -1.955 -0.401 3.815  0.036

---

4.
# C4H10O2S

A 2-piece molecular cluster, C4H10O2S overall (the ωB97M-V functional and the def2-TZVPD basis, the OMol25 dataset).

Summary:
**LUMO**: 0.5 eV
**HOMO**: -8.85 eV
**SMILES**: O=CCCCS.O

Each line ends with the Löwdin charge.
Element x y z (Å)
1 O -1.157 -1.150 2.628  0.055
2 C -2.019 -0.719 1.913  -0.273
3 C -1.771 0.231 0.737  -0.164
4 C -0.263 0.403 0.471  -0.279
5 C -0.094 1.394 -0.674  -0.551
6 S 1.652 1.392 -1.298  0.683
7 H -3.074 -1.001 2.101  0.117
8 H -2.277 -0.308 -0.063  0.117
9 H -2.207 1.172 1.080  0.124
10 H 0.161 -0.584 0.311  0.095
11 H 0.208 0.830 1.356  0.116
12 H -0.719 1.137 -1.526  0.063
13 H -0.293 2.428 -0.417  0.065
14 H 1.618 0.104 -1.636  -0.185
15 O 1.514 -2.435 -1.555  -0.053
16 H 0.723 -2.760 -1.134  0.027
17 H 1.420 -2.682 -2.480  0.042

---

5.
# C2H10O4

A 4-piece molecular cluster, C2H10O4 overall (the ωB97M-V functional and the def2-TZVPD basis, the OMol25 dataset).

Summary:
**LUMO**: 0.5 eV
**HOMO**: -10.58 eV
**SMILES**: CC=O.O.O.O

Each line ends with the Löwdin charge.
Element x y z (Å)
1 C 1.909 -0.732 1.446  -0.045
2 C 0.428 -0.426 1.546  -0.260
3 O -0.222 -0.437 0.529  0.035
4 H 2.421 0.211 1.283  0.089
5 H 1.993 -1.450 0.634  0.076
6 H 2.333 -1.304 2.278  0.077
7 H 0.147 0.012 2.507  0.125
8 O -2.592 0.778 -0.022  -0.061
9 H -1.829 0.318 0.349  -0.011
10 H -3.355 0.445 0.456  0.054
11 O -1.303 3.087 0.653  -0.086
12 H -0.848 3.097 -0.182  0.018
13 H -1.969 2.371 0.599  -0.009
14 O 0.885 -1.642 -4.187  -0.050
15 H 0.689 -1.919 -3.303  0.015
16 H 1.313 -2.408 -4.585  0.035

---

6.
# C2H7NO2

A 2-piece molecular cluster, C2H7NO2 overall (the ωB97M-V functional and the def2-TZVPD basis, the OMol25 dataset).

Summary:
**LUMO**: 0.7 eV
**HOMO**: -9.56 eV
**SMILES**: C=C.ONO

Each line ends with the Löwdin charge.
Element x y z (Å)
1 C -1.735 0.531 0.558  -0.100
2 C -1.601 1.759 1.017  -0.082
3 H -2.520 0.200 -0.102  0.047
4 H -0.937 -0.252 0.760  0.035
5 H -2.252 2.561 0.701  0.038
6 H -0.803 2.032 1.697  0.046
7 O 0.397 -0.490 -0.262  -0.184
8 N 1.567 -1.163 -1.257  -0.055
9 O 2.809 -1.173 -0.598  -0.054
10 H 0.490 -1.540 -0.295  0.100
11 H 1.646 -0.375 -1.902  0.113
12 H 2.939 -2.089 -0.318  0.096

---

Question: What is the LUMO in the first record?
Answer: 0.4 eV

---

Repeat the fourth record exactly.
# C4H10O2S

A 2-piece molecular cluster, C4H10O2S overall (the ωB97M-V functional and the def2-TZVPD basis, the OMol25 dataset).

Summary:
**LUMO**: 0.5 eV
**HOMO**: -8.85 eV
**SMILES**: O=CCCCS.O

Each line ends with the Löwdin charge.
Element x y z (Å)
1 O -1.157 -1.150 2.628  0.055
2 C -2.019 -0.719 1.913  -0.273
3 C -1.771 0.231 0.737  -0.164
4 C -0.263 0.403 0.471  -0.279
5 C -0.094 1.394 -0.674  -0.551
6 S 1.652 1.392 -1.298  0.683
7 H -3.074 -1.001 2.101  0.117
8 H -2.277 -0.308 -0.063  0.117
9 H -2.207 1.172 1.080  0.124
10 H 0.161 -0.584 0.311  0.095
11 H 0.208 0.830 1.356  0.116
12 H -0.719 1.137 -1.526  0.063
13 H -0.293 2.428 -0.417  0.065
14 H 1.618 0.104 -1.636  -0.185
15 O 1.514 -2.435 -1.555  -0.053
16 H 0.723 -2.760 -1.134  0.027
17 H 1.420 -2.682 -2.480  0.042

---

Question: Look up the HOMO of the first one.
Answer: -7.88 eV

---

Question: Among the records above, which one has the highest HOMO?
Answer: C31H39BrN4NaO10P2S